No. 1
Density functional theory data (ωB97M-V with the def2-TZVPD basis set) for a 2-piece molecular cluster, C5H14 overall.

Cartesian coordinates (Å):
C (-2.08, -0.52, -0.29)
C (-1.76, -0.61, -1.78)
C (-0.52, 0.23, -2.14)
H (-1.56, -1.30, 0.28)
H (-3.12, -0.37, -0.10)
H (-1.59, 0.32, 0.22)
H (-1.48, -1.64, -2.02)
H (-2.55, -0.32, -2.46)
H (0.25, 0.26, -1.37)
H (-0.22, 0.10, -3.18)
H (-0.86, 1.27, -2.20)
C (2.34, -0.27, 2.11)
C (1.78, 1.12, 1.92)
H (2.31, -0.70, 3.11)
H (1.68, -1.06, 1.74)
H (3.33, -0.52, 1.71)
H (0.73, 1.07, 1.62)
H (2.14, 1.62, 1.01)
H (1.97, 1.68, 2.83)

- largest force on an atom (eV/A) = 2.09
- total energy (eV) = -5411.1521
- HOMO-LUMO gap (eV) = 12.193
- SMILES string = CCC.CC
- HOMO level (Eh) = -0.4087
- LUMO (hartree) = 0.0394
- energy relative to the best compared isomer or geometry (same formula, charge and spin) (kJ/mol) = 86.60

Atomic partial charges in e from the Löwdin method, atoms 1 to 4: -0.124 -0.309 -0.131 0.072


No. 2
Density functional theory data (ωB97M-V with the def2-TZVPD basis set) for C9H26NO7V as an isolated structure.

Cartesian coordinates (Å):
O (2.97, -1.27, -1.49)
V (1.54, -0.84, -2.11)
O (0.51, -2.09, -1.83)
C (2.03, 0.23, 2.15)
C (0.56, -0.07, 1.93)
C (-0.04, 0.35, 3.32)
C (-1.55, 0.57, 3.28)
C (-1.84, 1.63, 2.17)
C (-1.43, 1.26, 0.75)
N (0.02, 0.88, 0.85)
O (0.65, 0.64, -0.38)
C (-1.67, 2.57, -0.13)
C (-2.39, 0.14, 0.31)
C (0.33, -1.65, 1.75)
H (2.16, 1.26, 2.48)
H (2.64, -0.05, 1.28)
H (2.46, -0.25, 3.03)
H (0.46, 1.18, 3.81)
H (0.15, -0.39, 4.10)
H (-1.87, 0.97, 4.24)
H (-2.08, -0.37, 3.17)
H (-1.28, 2.50, 2.51)
H (-2.89, 1.86, 2.33)
H (-1.37, 2.33, -1.15)
H (-1.06, 3.43, 0.14)
H (-2.67, 2.98, 0.03)
H (-2.31, -0.66, 1.06)
H (-2.11, -0.40, -0.59)
H (-3.42, 0.40, 0.06)
H (-0.68, -2.06, 1.86)
H (0.93, -2.26, 2.42)
H (0.59, -2.00, 0.75)
O (-0.09, 0.02, -3.43)
H (-0.65, 0.71, -3.06)
H (-0.68, -0.52, -3.96)
O (-0.45, -3.93, -4.05)
H (-0.53, -3.20, -3.43)
H (0.30, -4.44, -3.72)
O (2.62, 1.19, -2.42)
H (2.08, 1.52, -1.70)
H (3.16, 1.93, -2.69)
O (2.17, -1.33, -4.18)
H (2.58, -0.67, -4.73)
H (2.12, -2.11, -4.74)

- largest force on an atom (eV/A) = 4.93
- total energy (eV) = -51262.3946
- HOMO-LUMO gap (eV) = 6.014
- HOMO level (Eh) = -0.2408
- LUMO (hartree) = -0.0198
- energy relative to the best compared isomer or geometry (same formula, charge and spin) (kJ/mol) = 161.97

Atomic partial charges in e from the Löwdin method, atoms 1 to 4: -0.327 0.911 -0.360 -0.065


No. 3
Density functional theory data (ωB97M-V with the def2-TZVPD basis set) for C16H46BeN3O9 as an isolated structure.

Cartesian coordinates (Å):
Be (0.26, -3.85, -3.21)
O (1.45, 0.22, -1.71)
C (0.75, -0.91, -1.58)
O (1.16, -1.90, -2.26)
O (-0.28, -0.89, -0.88)
H (0.94, 0.90, -1.23)
C (-3.82, -3.92, -2.00)
C (-3.05, -2.59, -2.07)
C (-3.44, -1.55, -0.98)
O (-4.81, -1.65, -0.75)
C (-5.23, -1.08, 0.47)
N (-1.62, -2.95, -1.92)
H (-4.89, -3.72, -1.96)
H (-3.56, -4.44, -1.08)
H (-3.65, -4.48, -2.91)
H (-3.18, -2.09, -3.02)
H (-3.16, -0.55, -1.32)
H (-2.81, -1.60, -0.07)
H (-5.04, -0.01, 0.59)
H (-4.79, -1.57, 1.35)
H (-6.29, -1.30, 0.56)
H (-1.20, -2.04, -1.62)
H (-1.52, -3.59, -1.13)
C (-0.93, -0.59, 3.84)
C (-1.21, 0.44, 2.77)
C (-1.50, 1.81, 3.34)
O (-2.66, 1.73, 4.12)
C (-3.09, 2.94, 4.70)
N (0.03, 0.55, 1.96)
H (-0.44, -1.51, 3.50)
H (-1.87, -0.99, 4.23)
H (-0.29, -0.30, 4.68)
H (-1.98, 0.09, 2.07)
H (-1.64, 2.52, 2.51)
H (-0.64, 2.16, 3.93)
H (-3.15, 3.76, 3.97)
H (-2.38, 3.30, 5.45)
H (-4.11, 2.91, 5.09)
H (-0.23, 1.27, 1.27)
H (0.05, -0.25, 1.33)
C (3.37, 2.52, 0.21)
C (2.41, 3.68, 0.46)
C (1.21, 3.64, -0.47)
O (0.29, 2.60, -0.10)
C (-0.94, 2.85, -0.74)
N (2.03, 3.58, 1.91)
H (3.77, 2.57, -0.81)
H (2.88, 1.56, 0.38)
H (4.19, 2.46, 0.93)
H (2.93, 4.63, 0.34)
H (1.52, 3.52, -1.51)
H (0.71, 4.61, -0.36)
H (-1.58, 1.98, -0.57)
H (-0.89, 2.91, -1.84)
H (-1.42, 3.78, -0.43)
H (1.30, 4.27, 2.09)
H (1.52, 2.70, 1.87)
C (2.30, -1.89, 1.53)
O (2.45, -0.97, 2.59)
H (1.48, -2.62, 1.62)
H (2.19, -1.32, 0.60)
H (3.22, -2.47, 1.46)
H (1.58, -0.56, 2.73)
C (3.87, -2.24, -5.32)
O (2.52, -2.35, -4.82)
H (3.89, -1.38, -6.00)
H (4.52, -2.08, -4.46)
H (4.11, -3.18, -5.79)
H (2.34, -1.57, -4.27)
C (4.62, -1.17, -1.75)
O (4.15, -0.14, -2.59)
H (5.70, -1.13, -1.65)
H (4.16, -0.97, -0.77)
H (4.20, -2.12, -2.10)
H (3.22, 0.04, -2.42)

- total charge = +1
- largest force on an atom (eV/A) = 4.84
- total energy (eV) = -40624.2976
- HOMO-LUMO gap (eV) = 2.909
- HOMO level (Eh) = -0.4159
- LUMO (hartree) = -0.3089
- energy relative to the best compared isomer or geometry (same formula, charge and spin) (kJ/mol) = 102.38

Atomic partial charges in e from the Löwdin method, atoms 1 to 4: 1.204 0.115 -0.738 -0.065


No. 4
Density functional theory data (ωB97M-V with the def2-TZVPD basis set) for a 6-piece molecular cluster, C44H52N6O16S overall.

Cartesian coordinates (Å):
C (3.49, -2.67, 0.73)
C (4.73, -2.08, 1.41)
N (5.29, -0.89, 0.78)
C (4.41, 0.27, 0.90)
C (4.13, 0.68, 2.35)
O (2.74, 0.59, 2.68)
S (2.12, 1.88, 3.47)
O (2.66, 3.07, 2.86)
O (0.56, 1.75, 3.02)
C (0.15, 2.27, 1.74)
C (0.73, 1.61, 0.52)
C (-0.13, 1.79, -0.72)
C (-1.50, 1.09, -0.69)
C (-1.57, -0.20, 0.10)
C (-2.66, -1.10, -0.48)
O (-3.32, -1.86, 0.55)
C (-2.53, -2.63, 1.32)
C (-2.94, -2.61, 2.75)
O (-1.59, -3.24, 0.90)
C (5.67, -1.16, -0.56)
C (5.10, -0.37, -1.69)
O (6.44, -2.08, -0.78)
H (3.68, -3.68, 0.40)
H (3.17, -2.09, -0.13)
H (2.65, -2.69, 1.40)
H (4.50, -1.90, 2.45)
H (5.52, -2.82, 1.42)
H (4.80, 1.13, 0.38)
H (3.45, 0.07, 0.45)
H (4.51, 1.69, 2.48)
H (4.72, 0.05, 3.00)
H (0.25, 3.35, 1.70)
H (-0.92, 2.09, 1.71)
H (0.91, 0.57, 0.74)
H (1.71, 2.03, 0.33)
H (-0.22, 2.84, -0.95)
H (0.44, 1.37, -1.54)
H (-2.24, 1.80, -0.34)
H (-1.75, 0.85, -1.71)
H (-1.80, -0.02, 1.14)
H (-0.65, -0.76, 0.06)
H (-2.19, -1.78, -1.19)
H (-3.42, -0.53, -0.98)
H (-2.52, -3.47, 3.25)
H (-2.57, -1.70, 3.21)
H (-4.02, -2.61, 2.82)
H (5.20, 0.70, -1.55)
H (4.05, -0.59, -1.84)
H (5.62, -0.61, -2.60)
C (-4.87, 0.57, 3.90)
C (-4.85, 1.77, 4.60)
C (-4.63, 2.97, 3.93)
C (-4.44, 2.94, 2.56)
C (-4.46, 1.76, 1.85)
C (-4.67, 0.57, 2.52)
N (-4.23, 4.21, 1.85)
O (-4.20, 5.23, 2.50)
O (-4.09, 4.16, 0.64)
H (-5.04, -0.36, 4.41)
H (-5.00, 1.77, 5.67)
H (-4.61, 3.90, 4.47)
H (-4.30, 1.77, 0.78)
H (-4.68, -0.35, 1.97)
C (3.33, -7.12, -3.39)
C (2.82, -6.21, -2.47)
C (2.87, -4.85, -2.73)
C (3.44, -4.43, -3.91)
C (3.96, -5.31, -4.84)
C (3.90, -6.67, -4.57)
N (3.49, -2.98, -4.20)
O (3.05, -2.23, -3.35)
O (3.96, -2.63, -5.26)
H (3.28, -8.18, -3.19)
H (2.37, -6.56, -1.55)
H (2.48, -4.14, -2.02)
H (4.40, -4.95, -5.76)
H (4.30, -7.37, -5.29)
C (-5.04, 8.06, -2.03)
C (-5.99, 7.24, -2.60)
C (-5.76, 5.87, -2.70)
C (-4.58, 5.36, -2.21)
C (-3.61, 6.17, -1.64)
C (-3.85, 7.53, -1.55)
N (-4.34, 3.92, -2.29)
O (-5.19, 3.23, -2.80)
O (-3.30, 3.49, -1.83)
H (-5.22, 9.13, -1.95)
H (-6.92, 7.65, -2.97)
H (-6.50, 5.22, -3.14)
H (-2.69, 5.75, -1.27)
H (-3.10, 8.18, -1.11)
C (-9.57, -3.91, 2.53)
C (-8.24, -3.56, 2.32)
C (-7.48, -3.05, 3.36)
C (-8.07, -2.90, 4.60)
C (-9.39, -3.24, 4.83)
C (-10.14, -3.74, 3.79)
N (-7.26, -2.38, 5.71)
O (-6.10, -2.07, 5.47)
O (-7.78, -2.28, 6.79)
H (-10.16, -4.31, 1.72)
H (-7.80, -3.69, 1.34)
H (-6.45, -2.78, 3.19)
H (-9.82, -3.11, 5.81)
H (-11.17, -4.01, 3.95)
C (11.35, -0.07, -3.79)
C (10.40, -0.46, -2.86)
C (9.25, 0.30, -2.68)
C (9.09, 1.44, -3.44)
C (10.03, 1.85, -4.36)
C (11.17, 1.09, -4.53)
N (7.87, 2.24, -3.27)
O (7.08, 1.86, -2.43)
O (7.72, 3.22, -3.97)
H (12.24, -0.67, -3.93)
H (10.53, -1.37, -2.28)
H (8.50, -0.01, -1.97)
H (9.89, 2.75, -4.94)
H (11.92, 1.39, -5.25)

- largest force on an atom (eV/A) = 1.34
- total energy (eV) = -98993.1436
- HOMO-LUMO gap (eV) = 8.392
- HOMO level (Eh) = -0.3358
- LUMO (hartree) = -0.0274

Atomic partial charges in e from the Löwdin method, atoms 1 to 4: -0.047 -0.198 -0.052 -0.145


No. 5
Density functional theory data (ωB97M-V with the def2-TZVPD basis set) for a 17-piece molecular cluster, H34O17 overall.

Cartesian coordinates (Å):
O (2.41, -1.37, -1.64)
H (2.10, -0.54, -1.98)
H (3.14, -1.08, -1.13)
O (-2.19, 0.74, 2.18)
H (-1.28, 0.89, 2.54)
H (-2.17, 1.19, 1.34)
O (-1.44, -3.02, -0.42)
H (-2.31, -3.45, -0.66)
H (-1.36, -2.84, 0.51)
O (0.14, 0.77, 3.59)
H (0.95, 0.55, 3.12)
H (0.49, 1.48, 4.11)
O (1.10, -2.06, 3.81)
H (0.39, -1.73, 3.28)
H (1.75, -1.59, 3.29)
O (-0.96, 1.94, -2.82)
H (-1.58, 1.73, -3.52)
H (-0.98, 2.93, -2.70)
O (0.07, 0.34, 0.04)
H (0.00, -0.37, 0.65)
H (-0.22, -0.12, -0.79)
O (0.37, -0.75, -4.64)
H (0.17, -0.67, -3.70)
H (-0.07, 0.04, -4.98)
O (-3.35, -0.65, -0.54)
H (-3.01, 0.20, -0.68)
H (-3.62, -0.99, -1.36)
O (-1.31, -1.78, 2.06)
H (-1.84, -0.97, 2.19)
H (-1.86, -2.34, 2.62)
O (3.27, 1.50, 0.08)
H (2.46, 1.11, 0.31)
H (2.92, 2.38, -0.07)
O (-2.44, 1.94, -0.37)
H (-2.58, 2.74, 0.11)
H (-1.62, 1.99, -0.78)
O (1.73, -1.88, 0.91)
H (1.41, -2.73, 1.16)
H (1.76, -1.88, -0.03)
O (2.49, -0.02, 2.59)
H (3.23, 0.59, 2.37)
H (2.40, -0.64, 1.88)
O (1.70, 1.28, -2.65)
H (0.73, 1.32, -2.49)
H (1.75, 1.01, -3.58)
O (0.24, 2.70, 1.25)
H (0.05, 3.36, 0.59)
H (0.27, 1.84, 0.81)
O (-0.80, -0.88, -2.13)
H (-0.83, -1.72, -1.60)
H (-1.67, -0.51, -2.10)

- largest force on an atom (eV/A) = 2.86
- total energy (eV) = -35360.7360
- HOMO-LUMO gap (eV) = 9.412
- HOMO level (Eh) = -0.3729
- LUMO (hartree) = -0.0270
- energy relative to the best compared isomer or geometry (same formula, charge and spin) (kJ/mol) = 123.05

Atomic partial charges in e from the Löwdin method, atoms 1 to 4: -0.015 0.000 0.027 -0.068


No. 6
Density functional theory data (ωB97M-V with the def2-TZVPD basis set) for an isolated ion of composition C4H13N4O3 and charge +1.

Cartesian coordinates (Å):
C (2.36, -1.18, -0.87)
N (1.39, -0.36, -0.26)
C (0.71, -0.77, 0.84)
C (-0.86, -0.90, 0.51)
N (-1.43, 0.45, 0.36)
C (-2.60, 0.41, -0.79)
O (-3.16, 1.59, -0.53)
N (1.89, 1.28, -0.06)
O (3.08, 1.55, -0.24)
N (0.97, 2.04, 0.30)
O (1.23, 3.34, 0.61)
H (2.86, -2.04, -0.22)
H (1.92, -1.56, -1.69)
H (3.14, -0.55, -1.15)
H (0.61, -0.10, 1.69)
H (0.98, -1.87, 1.18)
H (-1.29, -1.50, 1.22)
H (-0.73, -1.45, -0.40)
H (-0.64, 1.18, 0.16)
H (-2.02, 0.68, 1.26)
H (-2.19, 0.43, -1.82)
H (-3.41, -0.29, -0.55)
H (-3.05, 2.36, -1.16)
H (2.24, 3.60, 0.47)

- total charge = +1
- largest force on an atom (eV/A) = 5.31
- total energy (eV) = -16447.5793
- HOMO-LUMO gap (eV) = 9.966
- SMILES string = CN(CC[NH2+]CO)/[N+]([O-])=N/O
- HOMO level (Eh) = -0.4829
- LUMO (hartree) = -0.1167
- energy relative to the best compared isomer or geometry (same formula, charge and spin) (kJ/mol) = 37.92

Atomic partial charges in e from the Löwdin method, atoms 1 to 4: -0.058 -0.069 -0.219 -0.146


No. 7
Density functional theory data (ωB97M-V with the def2-TZVPD basis set) for a 12-piece molecular cluster, C31H73Br6N5O13 overall.

Cartesian coordinates (Å):
C (-6.45, -5.93, -9.42)
C (-6.53, -4.39, -9.48)
C (-7.67, -3.83, -8.59)
C (-7.36, -3.79, -7.13)
C (-6.08, -2.95, -6.96)
C (-4.86, -3.48, -7.70)
N (-5.22, -3.79, -9.09)
O (-4.20, -3.86, -9.95)
C (-4.31, -4.75, -7.04)
C (-3.73, -2.40, -7.60)
C (-6.81, -3.94, -10.96)
H (-5.54, -6.33, -9.86)
H (-7.31, -6.34, -9.96)
H (-6.67, -6.30, -8.42)
H (-8.62, -4.32, -8.80)
H (-7.86, -2.77, -8.80)
H (-7.33, -4.82, -6.77)
H (-8.18, -3.32, -6.59)
H (-5.78, -2.65, -5.95)
H (-6.36, -1.94, -7.26)
H (-4.02, -4.65, -6.00)
H (-3.43, -5.06, -7.60)
H (-5.02, -5.58, -7.00)
H (-3.92, -1.56, -8.27)
H (-2.81, -2.89, -7.92)
H (-3.54, -1.90, -6.66)
H (-7.04, -2.88, -11.11)
H (-7.68, -4.56, -11.19)
H (-5.98, -4.27, -11.58)
O (-5.88, -1.09, -9.75)
H (-6.79, -0.77, -9.65)
C (-11.06, -7.75, -12.21)
N (-10.41, -6.61, -11.46)
O (-10.35, -5.59, -12.10)
O (-10.05, -6.77, -10.31)
H (-10.83, -8.63, -11.61)
H (-10.62, -7.79, -13.21)
H (-12.14, -7.69, -12.24)
C (-4.35, 1.21, -8.62)
N (-3.83, 2.18, -7.62)
O (-3.41, 1.81, -6.55)
O (-3.99, 3.36, -7.93)
H (-3.61, 0.41, -8.65)
H (-4.20, 1.70, -9.58)
H (-5.33, 0.89, -8.30)
C (-9.25, 0.04, -8.81)
N (-10.38, -0.85, -9.20)
O (-10.26, -1.47, -10.24)
O (-11.34, -0.91, -8.44)
H (-8.50, -0.63, -8.39)
H (-9.63, 0.64, -7.99)
H (-9.01, 0.56, -9.73)
C (-8.54, -0.90, -12.97)
N (-8.36, -1.44, -14.33)
O (-7.46, -0.99, -15.00)
O (-9.26, -2.16, -14.78)
H (-9.56, -1.14, -12.69)
H (-8.29, 0.16, -12.96)
H (-8.09, -1.49, -12.17)
Br (-5.30, 0.82, -12.92)
C (-4.28, -0.90, -12.79)
C (-4.66, -1.90, -13.86)
Br (-3.47, -3.45, -13.83)
H (-4.40, -1.15, -11.73)
H (-3.22, -0.66, -12.86)
H (-4.59, -1.45, -14.85)
H (-5.64, -2.35, -13.71)
Br (-7.28, 1.85, -6.34)
C (-7.78, 1.68, -4.43)
C (-7.69, 0.16, -4.06)
Br (-9.10, -0.83, -4.99)
H (-8.81, 2.03, -4.35)
H (-7.18, 2.40, -3.87)
H (-7.83, 0.01, -2.99)
H (-6.79, -0.38, -4.32)
Br (-8.51, -8.21, -7.18)
C (-9.88, -9.36, -8.13)
C (-10.41, -10.48, -7.26)
Br (-11.82, -11.38, -8.24)
H (-9.41, -9.64, -9.07)
H (-10.73, -8.72, -8.34)
H (-10.83, -10.17, -6.31)
H (-9.62, -11.23, -7.14)
C (-11.97, -2.95, -3.70)
C (-12.53, -4.11, -4.48)
O (-11.56, -4.34, -5.51)
C (-12.24, -4.25, -6.79)
C (-11.21, -4.18, -7.89)
H (-12.65, -2.48, -3.00)
H (-10.96, -3.02, -3.30)
H (-11.82, -2.24, -4.52)
H (-12.54, -4.90, -3.73)
H (-13.56, -3.91, -4.79)
H (-12.95, -5.08, -6.83)
H (-12.89, -3.37, -6.82)
H (-10.76, -5.17, -7.88)
H (-10.52, -3.37, -7.64)
H (-11.78, -3.94, -8.79)
C (-3.96, -3.22, -3.46)
C (-5.10, -2.26, -3.20)
O (-4.81, -0.90, -3.43)
C (-3.68, -0.37, -2.76)
C (-3.60, 1.18, -2.79)
H (-3.11, -2.94, -2.83)
H (-4.24, -4.22, -3.10)
H (-3.76, -3.26, -4.53)
H (-6.08, -2.53, -3.59)
H (-5.35, -2.34, -2.13)
H (-3.69, -0.69, -1.72)
H (-2.85, -0.89, -3.24)
H (-3.25, 1.58, -1.84)
H (-4.60, 1.61, -2.91)
H (-3.05, 1.45, -3.68)
C (-0.98, -1.89, -11.24)
C (-0.32, -2.71, -10.13)
O (1.06, -2.86, -10.41)
C (1.55, -3.65, -11.59)
C (0.93, -5.05, -11.57)
H (-1.88, -1.45, -10.83)
H (-0.27, -1.11, -11.53)
H (-1.15, -2.50, -12.13)
H (-0.32, -2.21, -9.16)
H (-0.97, -3.57, -9.96)
H (1.30, -3.16, -12.54)
H (2.64, -3.75, -11.62)
H (-0.09, -5.01, -11.18)
H (1.49, -5.77, -10.97)
H (0.84, -5.52, -12.55)

- largest force on an atom (eV/A) = 6.98
- total energy (eV) = -487635.0115
- HOMO-LUMO gap (eV) = 5.635
- HOMO level (Eh) = -0.3062
- LUMO (hartree) = -0.0991

Atomic partial charges in e from the Löwdin method, atoms 1 to 4: -0.009 -0.402 -0.137 -0.169